(1)
C4H6N2O2 | ωB97M-V with the def2-TZVPD basis set

```
14
Properties=species:S:1:pos:R:3:forces:R:3
C 0.8937 1.6001 0.2299 3.016 2.523 -0.094
C 1.3910 0.1537 0.2393 -0.943 -0.204 -1.385
N 0.0150 -0.3904 0.4235 1.568 4.308 1.228
O -0.2261 -1.6361 0.1601 -1.694 -5.447 -1.717
C -1.6227 -1.5981 -0.2940 1.630 0.444 3.708
O -1.7546 -0.4011 -0.8641 0.194 4.679 -3.311
C -0.7634 0.4140 -0.4083 1.333 -1.008 -0.456
N -0.2634 1.5407 -0.7190 -0.881 0.710 0.784
H 0.6475 1.9754 1.2919 -0.197 -0.860 -1.578
H 1.8333 2.3639 -0.0398 -2.783 -1.889 -0.010
H 1.9193 -0.0882 1.1129 1.189 -0.314 0.930
H 1.9687 -0.1599 -0.7607 -1.580 0.470 2.014
H -1.7994 -2.3815 -0.9512 -0.482 -1.525 -0.835
H -2.2388 -1.3925 0.5795 -0.371 -1.888 0.721
```
Forces are in eV/Å.

The calculation puts the energy above the lowest of the compared OMol25 structures with the same formula, charge and spin at 112.4 kcal/mol. For the strongest force on any atom, the calculation gives 5.96 eV Å⁻¹. Its structure (SMILES) is C1CN2OCOC2=N1. For the LUMO energy, the calculation gives 0.965 eV. For the HOMO-LUMO gap, the calculation gives 0.353 hartree. Its calculated total energy is -415.86151 a.u.

(2)
C31H37F3NO2 | ωB97M-V with the def2-TZVPD basis set

```
74
Properties=species:S:1:pos:R:3:forces:R:3
O -5.2887 -0.4506 -1.9487 -0.876 2.056 0.269
C -5.4058 0.9354 -2.4788 1.040 -0.054 2.137
C -6.1427 1.8468 -1.3319 0.086 1.110 0.131
C -7.8121 1.7590 -1.3876 1.884 0.067 0.270
C -8.3152 3.2145 -1.9489 1.573 0.971 2.086
N -9.6375 3.1995 -2.6827 -0.701 0.973 -1.171
C -10.0106 1.8746 -3.3097 -1.162 -3.083 -1.461
C -9.6073 0.5573 -2.3912 0.088 0.515 -0.571
O -8.1190 0.6125 -2.2566 -2.497 1.814 1.321
C -3.8342 1.4743 -2.6663 1.246 -1.139 -1.775
F -2.9653 1.1571 -1.5096 -2.871 1.826 -3.940
F -3.7768 2.9034 -3.1041 0.084 -4.443 1.861
F -3.2966 0.6835 -3.8356 -1.405 2.715 3.845
H -5.5887 -0.4742 -0.9784 0.719 0.326 -2.236
H -5.8826 0.9955 -3.5463 0.889 -0.341 2.205
H -5.7819 2.9727 -1.4963 -0.931 -2.352 0.377
H -5.7912 1.5844 -0.2217 -0.561 0.257 -2.651
H -8.1856 1.5856 -0.2671 0.440 0.340 -2.585
H -8.4774 3.9036 -0.9877 0.444 -1.483 -2.155
H -7.4941 3.7784 -2.5991 -1.902 -1.591 1.145
H -10.4534 3.5701 -2.1082 1.392 -0.738 -0.610
H -9.5383 3.8914 -3.4852 -0.332 -0.933 1.222
H -9.4702 1.6989 -4.3593 -0.957 0.807 2.480
H -11.1730 1.8630 -3.5362 2.442 0.215 0.589
H -9.8976 -0.4249 -2.9791 0.716 2.192 1.172
H -10.1490 0.5514 -1.3457 1.151 0.089 -1.959
C -0.8350 -4.3562 -0.2824 -0.075 0.169 -0.037
C -2.2216 -4.3143 -0.4258 0.055 0.114 0.006
C -2.8604 -3.1017 -0.6835 0.259 0.016 0.036
C -2.1109 -1.9315 -0.8077 0.016 -0.146 0.057
C -0.7240 -1.9742 -0.6681 -0.070 -0.120 0.024
C -0.0860 -3.1852 -0.4012 -0.207 -0.017 -0.037
H -0.3378 -5.3008 -0.0782 -0.078 0.139 -0.033
H -2.8048 -5.2273 -0.3358 0.095 0.134 -0.006
H -3.9414 -3.0683 -0.7884 0.126 -0.021 -0.032
H -2.6082 -0.9873 -1.0134 0.119 -0.263 0.022
H -0.1399 -1.0624 -0.7666 -0.060 -0.134 0.026
H 0.9939 -3.2172 -0.2870 -0.141 0.019 -0.005
C 3.9328 -1.5946 -0.2845 -0.006 0.167 -0.022
C 3.1146 -1.1745 -1.3327 0.072 0.105 0.097
C 3.1048 0.1661 -1.7167 0.122 -0.023 0.152
C 3.9215 1.0858 -1.0581 -0.032 -0.191 0.034
C 4.7426 0.6649 -0.0123 -0.086 -0.088 -0.060
C 4.7454 -0.6740 0.3777 -0.125 0.063 -0.156
H 3.9376 -2.6388 0.0167 0.027 0.130 -0.027
H 2.4833 -1.8925 -1.8503 0.089 0.103 0.052
H 2.4621 0.4943 -2.5290 0.095 -0.050 0.088
H 3.9177 2.1297 -1.3604 0.009 -0.146 0.049
H 5.3802 1.3814 0.4997 -0.103 -0.089 -0.066
H 5.3811 -1.0005 1.1961 -0.074 0.007 -0.116
C 6.1554 -2.7415 3.6000 0.008 -0.219 -0.010
C 4.8919 -3.3260 3.5189 0.108 -0.077 -0.018
C 4.7632 -4.7146 3.5269 0.196 0.060 0.015
C 5.8985 -5.5193 3.6262 -0.004 0.196 -0.010
C 7.1618 -4.9347 3.7111 -0.126 0.087 -0.019
C 7.2912 -3.5462 3.6937 -0.179 -0.060 -0.011
H 6.2556 -1.6593 3.5902 -0.013 -0.137 0.024
H 4.0067 -2.6988 3.4484 0.124 -0.082 -0.001
H 3.7790 -5.1698 3.4570 0.131 0.064 0.025
H 5.7981 -6.6014 3.6375 0.019 0.159 -0.003
H 8.0464 -5.5619 3.7901 -0.144 0.105 -0.018
H 8.2759 -3.0912 3.7543 -0.133 -0.065 0.000
C 7.6892 5.1375 2.3876 -0.035 -0.187 0.032
C 8.0158 4.3073 1.3158 -0.054 -0.052 0.130
C 7.8583 2.9263 1.4292 -0.069 0.091 0.146
C 7.3643 2.3759 2.6122 0.021 0.212 -0.036
C 7.0342 3.2065 3.6827 0.045 0.055 -0.119
C 7.2005 4.5868 3.5725 0.040 -0.110 -0.173
H 7.8153 6.2135 2.3001 -0.014 -0.161 0.013
H 8.3942 4.7369 0.3916 -0.045 -0.071 0.149
H 8.1192 2.2792 0.5962 -0.035 0.083 0.103
H 7.2369 1.3001 2.6990 0.030 0.132 -0.005
H 6.6477 2.7775 4.6039 0.071 0.068 -0.140
H 6.9484 5.2331 4.4087 0.032 -0.090 -0.114
```
Forces are in eV/Å.

For the strongest force on any atom, the calculation gives 5.21 eV Å⁻¹. As for the net charge: +1. For the LUMO energy, the calculation gives -3.922 eV. For the HOMO-LUMO gap, the calculation gives 0.233 hartree. Its calculated total energy is -1707.85324 a.u.

(3)
C5H15NOS | ωB97M-V with the def2-TZVPD basis set

```
23
Properties=species:S:1:pos:R:3:forces:R:3
C -3.2128 -0.6819 -0.9397 0.369 0.727 -0.427
C -2.9347 -0.1750 0.4947 -0.578 -1.212 -0.368
C -1.7042 -0.7993 1.1559 -0.332 0.079 0.403
N -0.6219 0.1513 1.3361 1.691 0.300 -1.373
C 0.7616 -0.3369 1.0712 -0.625 -1.159 2.280
C 1.5570 0.3471 -0.0183 -0.707 -0.960 -0.139
S 2.0694 2.0428 0.1330 0.036 0.906 0.066
H -3.9900 -1.4403 -1.0021 0.234 -0.236 0.098
H -3.5485 0.1423 -1.5749 -0.215 0.009 0.113
H -2.2942 -1.0083 -1.4417 -0.126 -0.321 0.207
H -2.9215 0.9107 0.4350 0.122 0.041 0.638
H -3.7472 -0.5470 1.1240 -0.354 0.735 -0.149
H -1.4676 -1.7328 0.6178 0.469 0.374 -0.196
H -1.9818 -1.1595 2.1562 -0.015 0.109 -0.075
H -0.6753 0.9724 0.7464 -0.865 0.019 -0.026
H 0.7069 -1.3974 0.7823 -0.078 0.078 -0.188
H 1.1982 -0.3991 2.0808 0.729 0.397 -0.494
H 2.5265 -0.1357 -0.1487 -0.084 -0.293 0.133
H 0.9507 0.0614 -0.8847 0.400 0.838 -0.535
H 1.0054 2.7570 -0.2821 -0.070 -0.383 0.063
O 1.8166 -2.1560 -2.5260 0.742 -0.819 0.120
H 1.9595 -2.0022 -1.5770 -0.625 0.412 -0.797
H 1.1720 -1.5896 -2.9495 -0.119 0.359 0.646
```
Forces are in eV/Å.

The calculation puts the energy above the lowest of the compared OMol25 structures with the same formula, charge and spin at 35.1 kcal/mol. For the strongest force on any atom, the calculation gives 2.63 eV Å⁻¹. Its structure (SMILES) is CCCNCCS.O. For the LUMO energy, the calculation gives 0.552 eV. For the HOMO-LUMO gap, the calculation gives 0.345 hartree. Its calculated total energy is -727.62979 a.u.